*a*
Computed, not measured: a 2-piece molecular cluster, C4H15N3O overall, with ωB97M-V with the def2-TZVPD basis set.

Atoms and positions in Å:
C (-1.237, -0.286, 0.914)
C (-0.685, 1.134, 0.748)
C (-0.630, 1.636, -0.720)
N (-1.900, 1.774, -1.333)
N (-0.239, -1.347, 0.885)
C (0.118, -1.824, -0.464)
N (1.422, -2.426, -0.385)
H (-2.096, -0.473, 0.263)
H (-1.723, -0.320, 1.888)
H (0.288, 1.140, 1.241)
H (-1.281, 1.885, 1.254)
H (0.054, 1.023, -1.312)
H (-0.083, 2.585, -0.720)
H (-2.419, 2.624, -1.185)
H (-2.420, 0.964, -1.607)
H (0.599, -0.951, 1.288)
H (-0.749, -2.405, -0.802)
H (0.185, -0.974, -1.145)
H (1.713, -2.789, -1.280)
H (1.460, -3.167, 0.307)
H (3.888, 0.350, 0.880)
H (2.486, 0.762, 0.398)
O (3.251, 1.083, 0.887)

Calculated values
Structure (SMILES) ... NCCCNCN.O
LUMO energy ... 0.956 eV


*b*
Computed, not measured: a 2-piece molecular cluster, C4H15N3O overall, with ωB97M-V with the def2-TZVPD basis set.

Atoms and positions in Å:
N (0.341, 0.999, -1.282)
C (-0.351, 0.314, -0.180)
C (-0.045, 1.001, 1.172)
C (1.359, 1.555, 1.321)
N (2.421, 0.557, 1.092)
C (-1.855, 0.245, -0.429)
N (-2.296, -0.842, -1.316)
H (0.002, 0.675, -2.179)
H (0.183, 2.002, -1.267)
H (0.123, -0.684, -0.160)
H (-0.268, 0.297, 1.982)
H (-0.798, 1.804, 1.233)
H (1.538, 2.407, 0.662)
H (1.432, 1.894, 2.361)
H (3.054, 0.890, 0.385)
H (2.024, -0.304, 0.739)
H (-2.379, 0.111, 0.517)
H (-2.154, 1.180, -0.926)
H (-1.606, -1.007, -2.043)
H (-2.279, -1.738, -0.840)
H (-0.051, -4.198, 0.043)
H (1.218, -3.749, -0.608)
O (0.386, -3.407, -0.277)

Calculated values
Structure (SMILES) ... NCC[C@H](N)CN.O
LUMO energy ... 0.543 eV


*c*
Computed, not measured: a 2-piece molecular cluster, C4H15N3O overall, with ωB97M-V with the def2-TZVPD basis set.

Atoms and positions in Å:
C (-0.158, 1.439, 0.221)
C (0.858, 0.326, 0.861)
C (2.201, 0.249, 0.018)
N (3.179, 1.334, 0.289)
N (-1.526, 1.099, -0.017)
C (-1.741, 0.235, -1.290)
N (-2.128, -1.166, -0.882)
H (0.365, 1.827, -0.647)
H (-0.383, 2.392, 0.901)
H (0.294, -0.693, 0.738)
H (0.918, 0.576, 1.911)
H (2.067, 0.123, -1.044)
H (2.882, -0.578, 0.402)
H (3.628, 1.080, 1.158)
H (2.734, 2.249, 0.318)
H (-1.803, 0.394, 0.709)
H (-2.498, 0.783, -1.866)
H (-0.818, 0.229, -1.948)
H (-1.802, -1.975, -1.358)
H (-3.108, -1.281, -0.759)
H (-1.549, -2.350, 0.998)
H (-0.381, -3.114, 0.552)
O (-1.233, -3.178, 0.734)

Calculated values
Structure (SMILES) ... NCCCNCN.O
LUMO energy ... 0.899 eV


Preferred: *b*; penalty for the next structure: 33.2 kJ/mol.


*a*
Computed, not measured: a 2-piece molecular cluster, C11H11N overall, with ωB97M-V with the def2-TZVPD basis set.

Atoms and positions in Å:
C (-1.470, -3.218, 0.566)
C (-0.259, -3.766, 0.154)
C (0.968, -3.400, 0.685)
C (0.983, -2.812, 1.847)
C (-0.242, -2.129, 2.375)
C (-1.431, -2.322, 1.709)
C (-1.044, 3.459, -1.284)
C (-0.732, 2.044, -0.845)
C (0.624, 1.644, -0.738)
C (1.600, 2.551, -1.197)
C (1.059, 3.908, -1.532)
H (-2.148, -3.391, -0.183)
H (-0.399, -4.652, -0.641)
H (1.900, -4.039, 0.470)
H (1.875, -2.814, 2.474)
H (-0.013, -1.898, 3.482)
H (-2.400, -1.897, 2.148)
H (-2.066, 3.680, -1.796)
H (-1.544, 1.356, -0.622)
H (0.736, 0.515, -0.660)
H (2.745, 2.416, -1.236)
H (1.885, 4.667, -1.832)
N (-0.130, 4.328, -1.720)

Calculated values
Structure (SMILES) ... c1ccccc1.c1ccncc1
LUMO energy ... 0.787 eV


*b*
Computed, not measured: a 2-piece molecular cluster, C11H11N overall, with ωB97M-V with the def2-TZVPD basis set.

Atoms and positions in Å:
C (1.475, -1.017, 0.775)
C (1.920, 0.252, 1.380)
C (2.237, 1.260, 0.428)
C (2.606, 0.738, -0.774)
C (2.201, -0.527, -1.178)
C (-1.244, 1.304, -0.038)
C (-2.668, 1.314, -0.203)
C (-3.447, 0.085, -0.105)
C (-2.701, -1.050, 0.027)
C (-1.362, -1.126, 0.099)
C (-0.589, 0.047, -0.015)
H (0.916, -1.460, 1.584)
H (1.966, 0.315, 2.461)
H (2.582, 2.180, 0.581)
H (2.944, 1.496, -1.492)
H (2.365, -0.727, -2.259)
H (-0.676, 2.181, -0.064)
H (-3.168, 2.241, -0.204)
H (-4.505, 0.227, -0.473)
H (-3.256, -2.042, 0.319)
H (-0.872, -2.020, 0.305)
H (0.492, -0.013, 0.155)
N (1.521, -1.438, -0.470)

Calculated values
Structure (SMILES) ... c1ccccc1.c1ccncc1
LUMO energy ... 0.398 eV


Preferred: *a*; penalty for the next structure: 49.4 kJ/mol.


*a*
Computed, not measured: a 2-piece molecular cluster, C2H5BrS overall, with ωB97M-V with the def2-TZVPD basis set.

Atoms and positions in Å:
C (0.052, -0.147, -0.893)
C (0.219, 0.323, 0.523)
S (-0.799, -0.472, 1.739)
Br (0.292, 2.239, 0.699)
H (-0.927, 0.123, -1.291)
H (0.813, 0.302, -1.527)
H (0.166, -1.230, -0.929)
H (1.865, -0.174, 0.813)
H (-1.681, -0.964, 0.866)

Calculated values
LUMO energy ... 0.075 eV


*b*
Computed, not measured: a 2-piece molecular cluster, C2H5BrS overall, with ωB97M-V with the def2-TZVPD basis set.

Atoms and positions in Å:
C (-0.682, 0.939, 0.123)
C (0.329, -0.151, -0.209)
S (-0.088, -1.898, 0.034)
Br (2.146, 0.322, 0.124)
H (-0.430, 1.200, 1.076)
H (-0.511, 1.720, -0.499)
H (-1.532, 0.355, -0.022)
H (0.180, -0.272, -1.853)
H (0.588, -2.214, 1.225)

Calculated values
LUMO energy ... 0.363 eV


Preferred: *a*; penalty for the next structure: 26.0 kJ/mol.


*a*
Computed, not measured: an isolated ion of composition C4H11N2S and charge +1, with ωB97M-V with the def2-TZVPD basis set.

Atoms and positions in Å:
C (-1.260, 0.696, -0.896)
C (-1.794, 0.004, 0.350)
C (0.305, -1.397, 0.868)
C (1.214, 1.594, -0.142)
N (1.233, -2.326, 0.613)
N (0.282, 0.633, -0.745)
S (-1.281, -1.732, 0.404)
H (-1.361, 0.109, -1.831)
H (-1.806, 1.642, -0.944)
H (-1.324, 0.480, 1.280)
H (-2.940, -0.006, 0.271)
H (0.572, -0.521, 1.486)
H (1.285, 2.636, -0.632)
H (0.863, 1.744, 0.897)
H (2.186, 1.215, -0.173)
H (2.195, -2.208, 0.994)
H (1.021, -2.930, -0.191)
H (0.612, 0.365, -1.610)

Calculated values
Charge ... +1
LUMO energy ... -4.268 eV


*b*
Computed, not measured: an isolated ion of composition C4H11N2S and charge +1, with ωB97M-V with the def2-TZVPD basis set.

Atoms and positions in Å:
C (-1.208, 0.310, -1.596)
C (0.098, 0.477, 0.186)
C (0.302, -1.393, 1.802)
C (0.737, -0.880, 0.308)
N (-1.327, 0.415, -0.071)
N (0.158, 0.959, -1.534)
S (0.709, 1.846, 1.059)
H (-0.981, -0.738, -1.798)
H (-1.985, 0.754, -2.256)
H (0.783, -0.851, 2.533)
H (0.579, -2.446, 1.890)
H (-0.838, -1.325, 1.867)
H (0.222, -1.698, -0.229)
H (1.867, -0.794, 0.086)
H (-1.792, 1.232, 0.340)
H (0.739, 0.868, -2.374)
H (-0.002, 2.039, -1.578)
H (1.939, 1.226, 1.364)

Calculated values
Charge ... +1
Structure (SMILES) ... CC[C@]1(S)NC[NH2+]1
LUMO energy ... -3.444 eV


*c*
Computed, not measured: a 2-piece molecular cluster, C4H11N2S overall, with ωB97M-V with the def2-TZVPD basis set.

Atoms and positions in Å:
C (-1.613, 0.474, 0.017)
C (2.559, -0.568, 0.315)
C (1.224, 0.147, 0.389)
C (0.128, -0.728, 0.102)
N (-2.055, 1.084, 1.076)
N (-2.224, 0.538, -1.148)
S (0.046, -1.594, -1.415)
H (2.669, -0.826, -0.744)
H (3.405, -0.071, 0.615)
H (2.528, -1.399, 1.068)
H (1.246, 0.643, 1.371)
H (1.391, 1.033, -0.212)
H (-0.274, -1.445, 0.913)
H (-1.894, 0.793, 1.985)
H (-2.488, 1.974, 1.045)
H (-1.808, -0.009, -1.844)
H (-3.207, 0.691, -1.246)
H (0.366, -0.739, -2.288)

Calculated values
Charge ... +1
LUMO energy ... -3.440 eV


Preferred: *a*; penalty for the next structure: 69.5 kJ/mol.


*a*
Computed, not measured: a 2-piece molecular cluster, C4H11N2S overall, with ωB97M-V with the def2-TZVPD basis set.

Atoms and positions in Å:
C (0.298, 2.118, -0.097)
C (-0.671, 1.339, -0.366)
C (2.379, -0.988, 0.072)
C (-2.420, -0.114, 0.451)
N (1.068, -1.109, -0.568)
N (-1.626, 0.558, -0.579)
S (-4.104, -0.424, -0.171)
H (0.218, 3.189, 0.002)
H (1.292, 1.703, 0.030)
H (3.019, -1.864, -0.071)
H (2.899, -0.127, -0.344)
H (2.233, -0.840, 1.141)
H (-1.977, -1.097, 0.640)
H (-2.423, 0.469, 1.371)
H (0.640, -1.980, -0.264)
H (1.210, -1.198, -1.571)
H (-1.874, 0.294, -1.536)
H (-4.618, 0.767, 0.138)

Calculated values
Charge ... +1
LUMO energy ... -4.047 eV


*b*
Computed, not measured: an isolated ion of composition C4H11N2S and charge +1, with ωB97M-V with the def2-TZVPD basis set.

Atoms and positions in Å:
C (-0.215, -1.092, 0.182)
C (1.043, -1.251, -0.601)
C (0.166, 1.187, -0.535)
C (-2.033, 0.564, 0.390)
N (2.329, 0.364, 1.150)
N (-0.810, 0.097, -0.414)
S (2.056, 0.316, -0.317)
H (-0.915, -1.857, 0.333)
H (0.237, -0.762, 1.089)
H (1.730, -2.061, -0.211)
H (0.810, -1.548, -1.617)
H (0.295, 1.383, -1.569)
H (0.090, 1.952, 0.203)
H (-1.609, 0.755, 1.292)
H (-2.342, 1.382, -0.166)
H (-2.778, -0.205, 0.514)
H (3.116, 0.863, 1.717)
H (-1.170, -0.087, -1.437)

Calculated values
Charge ... +1
LUMO energy ... -3.309 eV


Preferred: *a*; penalty for the next structure: 143.3 kJ/mol.


*a*
Computed, not measured: a 2-piece molecular cluster, C3H4ClNOS overall, with ωB97M-V with the def2-TZVPD basis set.

Atoms and positions in Å:
C (-0.465, -1.604, 0.161)
C (-1.080, 0.680, -0.409)
C (-0.076, -0.262, 0.227)
N (-0.544, -2.730, 0.007)
O (2.456, -0.775, 0.504)
S (1.633, -0.063, -0.442)
Cl (1.691, 2.024, 0.233)
H (-1.531, 0.129, -1.241)
H (-1.888, 1.056, 0.281)
H (-0.648, 1.635, -0.901)
H (0.452, -0.089, 1.582)

Calculated values
LUMO energy ... -0.985 eV


*b*
Computed, not measured: a 2-piece molecular cluster, C3H4ClNOS overall, with ωB97M-V with the def2-TZVPD basis set.

Atoms and positions in Å:
C (-2.033, -0.382, -1.150)
C (-0.964, 0.839, 0.614)
C (-0.252, 0.710, -0.540)
N (-0.858, -0.027, -1.534)
O (2.852, -0.687, 1.311)
S (-2.541, 0.138, 0.432)
Cl (1.342, 1.247, -0.822)
H (-2.545, -1.062, -1.780)
H (3.748, -1.056, 1.077)
H (-0.836, 1.528, 1.396)
H (2.088, -1.248, 0.996)

Calculated values
Structure (SMILES) ... Clc1cscn1.O
LUMO energy ... 0.663 eV


*c*
Computed, not measured: one molecule with the formula C3H4ClNOS, with ωB97M-V with the def2-TZVPD basis set.

Atoms and positions in Å:
C (1.163, 0.620, 0.011)
C (-1.346, -0.080, 0.433)
C (-2.357, -0.473, -0.344)
H (3.990, -0.292, -0.201)
H (0.619, 1.556, -0.091)
H (-1.480, 0.471, 1.353)
H (-2.339, -1.264, -1.074)
N (2.447, 0.723, -0.107)
O (3.057, -0.525, -0.167)
S (0.229, -0.810, 0.233)
Cl (-3.983, 0.075, -0.047)

Calculated values
Structure (SMILES) ... O/N=C\S/C=C/Cl
LUMO energy ... 0.700 eV


Preferred: *b*; penalty for the next structure: 187.3 kJ/mol.